1.
One molecule with the formula C20H26N2O4 in a non-equilibrium geometry. Source: OMol25; level of theory: the ωB97M-V functional and the def2-TZVPD basis.

Element x y z (Å)
C -3.374 -2.873 1.106
O -2.514 -2.896 -0.006
C -1.392 -2.123 0.029
C -0.995 -1.344 1.108
C 0.140 -0.556 1.009
C 0.898 -0.528 -0.149
C 2.013 0.476 -0.308
C 1.519 1.590 -1.285
N 0.078 1.667 -1.348
C -0.633 2.069 -0.255
O -0.132 2.732 0.636
C -2.036 1.626 -0.248
C -2.748 0.888 -1.246
C -3.970 0.607 -0.724
C -5.140 -0.119 -1.281
O -4.062 1.114 0.532
C -2.898 1.731 0.817
C -2.736 2.371 2.144
N 3.215 -0.147 -0.856
C 3.651 -1.343 -0.147
C 4.350 -1.028 1.181
O 5.452 -0.166 0.989
C 5.051 1.031 0.357
C 4.358 0.749 -0.983
C 0.518 -1.343 -1.213
C -0.607 -2.134 -1.126
H -4.216 -3.513 0.842
H -2.887 -3.274 2.001
H -3.737 -1.861 1.313
H -1.565 -1.325 2.023
H 0.418 0.067 1.847
H 2.186 0.945 0.674
H 1.889 1.378 -2.288
H 1.884 2.563 -0.952
H -0.363 0.984 -1.943
H -2.413 0.610 -2.224
H -5.989 0.555 -1.395
H -4.883 -0.534 -2.250
H -5.440 -0.927 -0.615
H -2.978 1.666 2.939
H -3.406 3.226 2.237
H -1.710 2.710 2.242
H 2.795 -1.994 0.031
H 4.359 -1.860 -0.802
H 4.753 -1.939 1.629
H 3.635 -0.572 1.883
H 5.962 1.612 0.203
H 4.377 1.596 1.020
H 4.049 1.687 -1.442
H 5.074 0.254 -1.647
H 1.115 -1.344 -2.112
H -0.916 -2.759 -1.949

Calculated values
Kohn-Sham gap: 8.905 eV
energy relative to the best compared isomer or geometry (same formula, charge and spin): 59.4 kcal per mole
charge: 0
LUMO: 0.7 eV
SMILES: COc1ccc([C@H](CNC(=O)c2cc(C)oc2C)N2CCOCC2)cc1
calculated total energy: -32331.69891 eV

Here are the Mulliken charges for atoms 1 to 4, given in e: atom 1 (C): -0.787, atom 2 (O): -0.482, atom 3 (C): 0.758, atom 4 (C): -0.476

=====

2.
A 2-piece molecular cluster, C20H26N3O7P2S2 overall in a non-equilibrium geometry. Source: OMol25; level of theory: the ωB97M-V functional and the def2-TZVPD basis.

Element x y z (Å)
N 7.828 0.926 2.508
P 7.998 0.528 1.029
O 8.914 1.520 0.183
O 8.567 -0.916 0.682
C 6.391 0.612 0.133
O 5.704 1.599 0.171
O 6.085 -0.550 -0.479
C 4.719 -0.723 -0.924
C 3.823 -1.142 0.247
C 2.343 -0.756 0.049
C 1.753 -0.218 1.344
S 0.038 0.323 1.252
C -0.824 -1.083 0.648
S -0.376 -2.611 0.977
N -2.004 -0.814 -0.091
C -1.897 0.053 -1.204
C -3.005 0.761 -1.670
C -2.886 1.572 -2.787
C -1.679 1.692 -3.462
C -0.587 0.956 -3.020
C -0.694 0.138 -1.907
C -3.149 -0.622 0.795
C -4.070 -1.651 0.904
C -5.187 -1.486 1.714
C -5.392 -0.301 2.413
C -4.453 0.719 2.303
C -3.333 0.564 1.498
P 4.862 -2.058 -2.223
N 3.191 -2.298 -2.518
O 5.249 -1.136 -3.521
H 8.120 0.212 3.163
H 9.121 2.279 0.748
H 8.007 -1.414 0.069
H 4.348 0.194 -1.385
H 4.213 -0.639 1.136
H 3.917 -2.223 0.393
H 1.800 -1.639 -0.265
H 2.271 0.002 -0.732
H 2.286 0.700 1.610
H 1.902 -0.922 2.164
H -3.960 0.692 -1.168
H -3.749 2.124 -3.134
H -1.598 2.344 -4.322
H 0.364 1.019 -3.534
H 0.155 -0.452 -1.584
H -3.914 -2.573 0.359
H -5.925 -2.275 1.787
H -6.278 -0.133 3.013
H -4.617 1.657 2.817
H -2.618 1.371 1.391
H 2.906 -3.231 -2.247
H 2.936 -2.146 -3.485
H 4.668 -0.374 -3.641
C -9.358 1.895 1.259
C -8.276 1.436 2.261
O -7.458 2.297 2.657
O -8.310 0.222 2.580
H -9.259 2.956 1.029
H -9.272 1.315 0.338
H -10.349 1.707 1.679

Calculated values
Kohn-Sham gap: 5.888 eV
energy relative to the best compared isomer or geometry (same formula, charge and spin): 0.0 kcal per mole
charge: -1
LUMO: 1.5 eV
calculated total energy: -80216.39742 eV

Here are the Mulliken charges for atoms 1 to 4, given in e: atom 1 (N): -0.740, atom 2 (P): 0.765, atom 3 (O): -0.501, atom 4 (O): -0.556

=====

3.
One molecule with the formula C20H26N4O2. Source: OMol25; level of theory: the ωB97M-V functional and the def2-TZVPD basis.

Element x y z (Å)
C -3.274 -0.336 2.862
C -4.032 0.072 1.604
N -3.261 -0.148 0.390
C -2.856 -1.528 0.169
C -3.983 -2.550 -0.016
C -3.873 0.490 -0.761
C -2.881 0.665 -1.917
N -1.630 1.212 -1.447
C -0.484 0.506 -1.499
O -0.399 -0.576 -2.073
C 0.728 1.091 -0.844
C 0.837 2.431 -0.679
C 1.860 3.305 -0.213
C 1.865 4.692 -0.370
C 3.042 5.174 0.202
C 3.719 4.081 0.701
N 3.013 2.968 0.431
N 1.658 0.051 -0.693
C 2.580 -0.285 0.233
O 2.905 0.407 1.192
C 3.206 -1.619 0.007
C 3.329 -2.196 -1.255
C 3.941 -3.429 -1.393
C 4.430 -4.097 -0.282
C 4.321 -3.522 0.974
C 3.719 -2.286 1.116
H -2.263 0.061 2.830
H -3.781 0.068 3.735
H -3.224 -1.416 2.970
H -5.009 -0.441 1.578
H -4.233 1.147 1.661
H -2.241 -1.823 1.021
H -2.211 -1.549 -0.710
H -4.610 -2.295 -0.867
H -4.609 -2.612 0.872
H -3.549 -3.530 -0.197
H -4.202 1.484 -0.442
H -4.762 -0.044 -1.137
H -3.320 1.338 -2.662
H -2.652 -0.285 -2.403
H -1.703 1.972 -0.790
H -0.016 2.998 -1.033
H 1.102 5.271 -0.852
H 3.364 6.195 0.247
H 4.656 4.034 1.222
H 3.185 2.033 0.800
H 1.343 -0.712 -1.301
H 2.975 -1.680 -2.136
H 4.039 -3.870 -2.374
H 4.903 -5.061 -0.397
H 4.708 -4.036 1.841
H 3.632 -1.818 2.085

Calculated values
Kohn-Sham gap: 7.741 eV
energy relative to the best compared isomer or geometry (same formula, charge and spin): 39.2 kcal per mole
charge: 0
LUMO: 0.3 eV
SMILES: CCN(CC)CCNC(=O)/C(=C/c1ccc[nH]1)NC(=O)c1ccccc1
calculated total energy: -31218.03130 eV

Here are the Mulliken charges for atoms 1 to 4, given in e: atom 1 (C): -1.308, atom 2 (C): -0.474, atom 3 (N): 0.457, atom 4 (C): -0.569

=====

4.
One molecule with the formula C20H26N6O3 in a non-equilibrium geometry. Source: OMol25; level of theory: the ωB97M-V functional and the def2-TZVPD basis.

Element x y z (Å)
C 2.436 1.276 1.980
N 2.631 1.654 0.607
C 1.526 1.504 -0.318
C 1.222 0.040 -0.697
C 2.363 -0.620 -1.480
C 3.544 -0.939 -0.604
C 3.410 -1.812 0.470
C 4.489 -2.099 1.287
C 5.721 -1.519 1.037
C 5.870 -0.667 -0.043
C 4.790 -0.383 -0.861
N -0.006 0.008 -1.471
C -1.279 0.203 -0.799
C -1.908 1.564 -1.147
N -2.846 1.973 -0.118
C -4.277 1.873 -0.314
C -4.918 0.915 0.703
C -4.311 -0.457 0.608
C -4.607 -1.284 -0.470
C -4.009 -2.526 -0.589
C -3.108 -2.958 0.371
C -2.814 -2.144 1.452
C -3.411 -0.900 1.568
N -2.448 2.408 1.034
O -1.228 2.448 1.230
N 0.062 -0.179 -2.755
O -1.005 -0.168 -3.368
N 3.758 2.228 0.315
O 3.935 2.592 -0.846
H 1.504 1.702 2.355
H 2.405 0.189 2.080
H 3.276 1.658 2.556
H 1.801 2.064 -1.219
H 0.646 1.951 0.154
H 1.034 -0.528 0.222
H 1.979 -1.543 -1.922
H 2.668 0.036 -2.295
H 2.456 -2.285 0.663
H 4.368 -2.778 2.119
H 6.562 -1.739 1.677
H 6.829 -0.217 -0.250
H 4.913 0.289 -1.696
H -1.952 -0.598 -1.122
H -1.117 0.129 0.276
H -2.406 1.519 -2.113
H -1.120 2.325 -1.186
H -4.456 1.519 -1.329
H -4.720 2.867 -0.199
H -5.989 0.871 0.499
H -4.768 1.320 1.705
H -5.312 -0.955 -1.219
H -4.245 -3.158 -1.432
H -2.641 -3.926 0.278
H -2.118 -2.478 2.207
H -3.177 -0.265 2.411

Calculated values
Kohn-Sham gap: 9.420 eV
energy relative to the best compared isomer or geometry (same formula, charge and spin): 176.0 kcal per mole
charge: 0
LUMO: 0.5 eV
SMILES: CN(C[C@H](Cc1ccccc1)N(CCN(CCc1ccccc1)N=O)N=O)N=O
calculated total energy: -36239.48329 eV

Here are the Mulliken charges for atoms 1 to 4, given in e: atom 1 (C): -0.853, atom 2 (N): 0.997, atom 3 (C): -1.376, atom 4 (C): 0.227

=====

Which formula does entry 3 have? C20H26N4O2

=====

Which formula does entry 2 have? C20H26N3O7P2S2

=====

Please write out number 1 again, unchanged.
One molecule with the formula C20H26N2O4 in a non-equilibrium geometry. Source: OMol25; level of theory: the ωB97M-V functional and the def2-TZVPD basis.

Element x y z (Å)
C -3.374 -2.873 1.106
O -2.514 -2.896 -0.006
C -1.392 -2.123 0.029
C -0.995 -1.344 1.108
C 0.140 -0.556 1.009
C 0.898 -0.528 -0.149
C 2.013 0.476 -0.308
C 1.519 1.590 -1.285
N 0.078 1.667 -1.348
C -0.633 2.069 -0.255
O -0.132 2.732 0.636
C -2.036 1.626 -0.248
C -2.748 0.888 -1.246
C -3.970 0.607 -0.724
C -5.140 -0.119 -1.281
O -4.062 1.114 0.532
C -2.898 1.731 0.817
C -2.736 2.371 2.144
N 3.215 -0.147 -0.856
C 3.651 -1.343 -0.147
C 4.350 -1.028 1.181
O 5.452 -0.166 0.989
C 5.051 1.031 0.357
C 4.358 0.749 -0.983
C 0.518 -1.343 -1.213
C -0.607 -2.134 -1.126
H -4.216 -3.513 0.842
H -2.887 -3.274 2.001
H -3.737 -1.861 1.313
H -1.565 -1.325 2.023
H 0.418 0.067 1.847
H 2.186 0.945 0.674
H 1.889 1.378 -2.288
H 1.884 2.563 -0.952
H -0.363 0.984 -1.943
H -2.413 0.610 -2.224
H -5.989 0.555 -1.395
H -4.883 -0.534 -2.250
H -5.440 -0.927 -0.615
H -2.978 1.666 2.939
H -3.406 3.226 2.237
H -1.710 2.710 2.242
H 2.795 -1.994 0.031
H 4.359 -1.860 -0.802
H 4.753 -1.939 1.629
H 3.635 -0.572 1.883
H 5.962 1.612 0.203
H 4.377 1.596 1.020
H 4.049 1.687 -1.442
H 5.074 0.254 -1.647
H 1.115 -1.344 -2.112
H -0.916 -2.759 -1.949

Calculated values
Kohn-Sham gap: 8.905 eV
energy relative to the best compared isomer or geometry (same formula, charge and spin): 59.4 kcal per mole
charge: 0
LUMO: 0.7 eV
SMILES: COc1ccc([C@H](CNC(=O)c2cc(C)oc2C)N2CCOCC2)cc1
calculated total energy: -32331.69891 eV

Here are the Mulliken charges for atoms 1 to 4, given in e: atom 1 (C): -0.787, atom 2 (O): -0.482, atom 3 (C): 0.758, atom 4 (C): -0.476